The following is a quantum chemistry calculation of an isolated molecule of C4H5NO2, from the OMol25 dataset.

## Properties
E_LUMO = 0.017 Eh
Relative energy (zero: lowest compared OMol25 entry of this formula, charge and spin) = 49.1 kcal/mol
Structure (SMILES) = C[C@]1(C=O)NC1=O
Multiplicity = 1
F_max = 0.64 eV/A

Structure (XYZ):
```
12
Properties=species:S:1:pos:R:3:nbo_charge:R:1
C 0.50001 0.42409 -1.23033 -0.634
C 0.00275 -0.03708 0.12533 -0.104
C 1.02573 -0.62881 1.05730 0.419
O 0.74708 -1.34663 1.98387 -0.491
N -1.33118 -0.64117 0.29064 -0.592
C -1.23336 0.60035 0.73044 0.728
O -1.78479 1.55107 1.20585 -0.534
H 0.53616 -0.40529 -1.94621 0.220
H -0.12477 1.21730 -1.65032 0.231
H 1.51754 0.82013 -1.13892 0.228
H 2.07361 -0.33022 0.84693 0.112
H -1.92878 -1.22374 -0.27458 0.418
```